1.
Molecular formula: C11H21Cl13F3PS
Method: DFT, ωB97M-V with the def2-TZVPD basis set

E_tot = -202810.0556 eV
HOMO level = -9.55 eV
Lowest unoccupied orbital energy = -0.49 eV
Multiplicity = 1
Max |F| = 5.56 eV/Å

Geometry as XYZ:
```
50
Properties=species:S:1:pos:R:3:lowdin_charge:R:1
Cl -9.5295 0.3138 2.9169 0.497
Cl -5.6294 3.2484 1.5529 0.516
Cl -3.7173 5.3382 0.8632 0.503
Cl 2.0253 4.1983 0.1513 0.532
Cl -1.1524 0.1685 4.9958 0.528
Cl 3.5869 6.1570 4.2536 0.506
Cl 2.4655 3.5225 4.8025 0.520
Cl 3.7796 -4.7864 -4.3258 0.164
Cl 3.3000 1.5923 -0.1371 0.501
Cl -7.0265 -0.7033 4.0121 0.496
Cl -3.7395 -3.2795 6.3172 0.497
Cl -1.2365 -4.2966 7.4125 0.500
Cl -1.1961 1.4839 2.3945 0.526
S 0.4554 -3.4300 -1.9918 0.361
P 2.1054 -4.0708 -3.2331 0.173
F 4.5356 1.5377 -6.1519 -0.021
F 3.2115 -0.3788 -7.2875 -0.031
F 2.6581 1.0525 -3.7675 -0.051
C 2.4712 -1.5929 -4.6183 -0.181
C 3.5720 0.3917 -6.0430 -0.003
C -3.9932 3.5960 0.9812 -1.038
C 2.8426 -2.2688 -3.1596 -0.396
C 0.9710 -4.5186 -4.7078 -0.361
C -7.7687 0.3006 2.7607 -1.050
C 2.7531 3.0484 -0.9771 -1.024
C -0.7657 1.6435 4.1016 -1.018
C 2.9014 -0.0181 -4.7691 -0.051
C 3.3369 4.5209 3.6325 -1.032
C -1.9787 -3.2926 6.1610 -1.047
H 2.7556 4.5759 2.7089 -0.039
H -1.3243 2.4778 4.5329 0.036
H 2.0103 2.7682 -1.7279 0.020
H -0.0111 -3.8749 -4.7887 0.046
H 0.3068 1.8371 4.1815 -0.024
H 4.3091 4.0648 3.4299 0.034
H -1.6054 -2.2702 6.2573 -0.026
H -1.7116 -3.6921 5.1796 0.031
H 3.9821 -2.2545 -2.8934 0.099
H 2.8786 -2.2923 -5.4889 0.113
H -7.5016 -0.0988 1.7792 0.029
H 3.6096 3.5212 -1.4639 0.034
H -7.3954 1.3231 2.8569 -0.015
H -0.7182 -3.5199 -2.7572 -0.163
H -3.8583 3.1469 -0.0058 0.032
H 1.2837 -1.6540 -4.7053 0.126
H 2.2694 -1.7252 -2.2861 0.049
H 0.7200 -5.6832 -4.7544 0.089
H -3.2728 3.1684 1.6828 -0.032
H 1.5774 -4.3020 -5.7121 0.046
H 2.4584 -4.9942 -2.1652 -0.002
```

2.
Molecular formula: C25H16FN3O4
Method: DFT, ωB97M-V with the def2-TZVPD basis set

E_tot = -41560.0326 eV
HOMO level = -7.97 eV
Energy relative to the best compared isomer or geometry (same formula, charge and spin) = 1.4 kcal/mol
Lowest unoccupied orbital energy = -0.61 eV
Multiplicity = 1
Max |F| = 3.97 eV/Å

Geometry as XYZ:
```
49
Properties=species:S:1:pos:R:3:lowdin_charge:R:1
F 0.7823 -3.8326 -6.2873 0.042
O 2.3612 3.8402 2.5200 -0.072
O -2.0815 2.0601 1.5645 0.085
O 1.7401 1.1336 2.4864 0.077
O -1.2856 6.7494 2.6004 0.058
N 3.0305 -5.1641 -0.8058 0.171
N 1.0749 -1.5110 1.8620 0.149
N 2.4494 -3.2353 2.3765 0.111
C 0.8472 -3.4514 -4.9696 -0.238
C 0.8261 -2.6655 -2.2971 -0.196
C 1.3782 -2.2157 -4.5988 -0.007
C 0.4551 5.2748 2.4392 -0.089
C -1.2207 3.0892 1.8996 -0.153
C 0.3804 -3.9496 -2.6634 -0.017
C 1.3392 -1.8218 -3.2841 -0.025
C 1.0092 3.9735 2.3347 -0.143
C 1.7259 -3.0811 0.0270 -0.094
C -0.9334 5.4412 2.3717 -0.191
C -2.5002 -0.2238 0.7699 0.015
C 0.1490 2.8890 2.0757 0.010
C -1.5548 0.8052 1.2710 -0.156
C 0.6615 1.5136 2.0043 -0.276
C 2.7451 3.7649 3.8923 -0.047
C -0.0831 7.4364 2.7656 -0.057
C 0.4462 -0.6998 0.9452 -0.180
C -1.7785 4.3757 2.0587 0.103
C 0.9979 6.5946 2.6595 0.014
C 1.7999 -2.6240 1.4273 -0.338
C -0.1969 0.5289 1.4327 -0.048
C 0.9687 -2.3195 -0.8752 -0.110
C 2.4726 -4.2172 -0.4182 -0.185
C 0.3404 -4.3127 -4.0038 0.000
C 0.4151 -1.0699 -0.3966 0.034
H 2.0767 6.8068 2.6874 0.129
H 0.0790 8.5005 2.8786 0.124
H -0.1080 -0.4305 -1.1274 0.133
H -2.7830 -0.0196 -0.2574 0.102
H 3.8044 3.6573 3.9539 0.089
H 2.3751 -2.9165 3.3366 0.039
H 0.0269 -5.3294 -4.2972 0.131
H 1.4997 -1.0081 2.6368 0.144
H 2.2945 2.8904 4.3647 0.095
H -3.3520 -0.1559 1.4159 0.089
H 0.1653 -4.6691 -1.8571 0.130
H 1.7269 -0.8282 -2.9955 0.134
H -2.8515 4.5229 2.0371 0.132
H -2.1263 -1.2284 0.8358 0.089
H 1.8718 -1.5705 -5.3021 0.116
H 2.4686 4.6326 4.4351 0.075
```

3.
Molecular formula: C11H13CsNO6
Method: DFT, ωB97M-V with the def2-TZVPD basis set

E_tot = -25943.2279 eV
HOMO level = -5.13 eV
Energy relative to the best compared isomer or geometry (same formula, charge and spin) = 3.6 kcal/mol
Lowest unoccupied orbital energy = 1.77 eV
Multiplicity = 1
Max |F| = 0.95 eV/Å
Net charge = -1

Geometry as XYZ:
```
32
Properties=species:S:1:pos:R:3:lowdin_charge:R:1
Cs 0.1132 -0.0670 -0.0996 1.392
O 1.9585 -2.4484 -0.8483 -0.286
O -4.7208 0.0374 -0.2440 -0.030
O 1.9434 0.2050 -2.5932 -0.285
O 0.4316 2.4278 4.0315 -0.030
O 0.8767 1.2203 2.1787 -0.275
O -2.5361 -0.2682 -0.7152 -0.274
N -1.7936 1.0310 1.5838 -0.013
C -2.3318 2.2388 3.5467 -0.029
C 0.1380 1.7967 3.0137 -0.691
C -3.6771 2.1147 3.2482 -0.079
C -1.3955 1.6772 2.6837 -0.188
C -3.5095 0.1404 -0.0365 -0.691
C -4.0651 1.4400 2.1041 -0.029
C -3.0884 0.8991 1.2739 -0.187
C 2.4031 -2.2239 -2.1666 -0.217
C 2.8975 -0.8294 -2.5190 -0.217
C 1.0425 0.1295 -3.6767 -0.111
C 2.9584 -2.4241 0.1468 -0.111
H 0.3603 0.9719 -3.5856 0.095
H 3.6883 -3.2247 -0.0222 0.091
H -5.1041 1.3164 1.8302 0.103
H 3.6531 -0.4902 -1.8087 0.124
H 3.2265 -2.9235 -2.3873 0.128
H 0.4405 -0.7824 -3.6464 0.088
H 1.5797 0.2071 -4.6293 0.091
H 1.5789 -2.5232 -2.8159 0.124
H -1.9814 2.7580 4.4283 0.103
H -4.4223 2.5451 3.9093 0.094
H 3.4568 -1.4529 0.2042 0.088
H 3.4143 -0.9058 -3.4902 0.128
H 2.4644 -2.5926 1.1014 0.095
```

4.
Molecular formula: C2H3Cl3
Method: DFT, ωB97M-V with the def2-TZVPD basis set

E_tot = -39686.2269 eV
HOMO level (alpha / beta) = -8.45 / -8.66 eV
Energy relative to the best compared isomer or geometry (same formula, charge and spin) = 89.6 kcal/mol
Lowest unoccupied orbital energy (alpha / beta) = -0.53 / -0.20 eV
Multiplicity = 1
Max |F| = 0.80 eV/Å

Geometry as XYZ:
```
8
Properties=species:S:1:pos:R:3:lowdin_charge:R:1
Cl 1.3780 1.3883 -1.1438 0.518
Cl -1.1288 2.6211 -0.3949 0.545
Cl 0.4781 -1.5875 -1.2015 0.542
C -0.2590 -1.7249 0.2944 -0.516
C 0.3142 1.8625 0.1022 -1.069
H 0.1695 1.0974 0.8607 -0.017
H -1.3209 -1.8507 0.3256 -0.002
H 0.3689 -1.8060 1.1573 -0.001
```

5.
Molecular formula: C3H9NO2
Method: DFT, ωB97M-V with the def2-TZVPD basis set

E_tot = -8841.0984 eV
HOMO level = -9.67 eV
Energy relative to the best compared isomer or geometry (same formula, charge and spin) = 42.8 kcal/mol
Lowest unoccupied orbital energy = 0.93 eV
Multiplicity = 1
Max |F| = 1.32 eV/Å

Geometry as XYZ:
```
15
Properties=species:S:1:pos:R:3:lowdin_charge:R:1
O -1.2299 1.1259 1.4612 0.031
O 2.5934 0.1816 -0.9002 -0.072
N 0.8754 -0.9251 0.3336 0.030
C 1.2987 -0.4239 -0.9550 -0.331
C -2.2229 0.1815 -0.5150 -0.048
C -1.7216 0.1779 0.9030 -0.357
H -2.3181 1.2173 -0.8291 0.086
H 3.2847 -0.4183 -1.1813 0.072
H 0.6265 0.3455 -1.3094 0.105
H 1.4192 -1.2738 -1.6283 0.111
H -1.5840 -0.4172 -1.1638 0.069
H 0.4111 -0.2291 0.8997 0.024
H 1.7233 -1.1715 0.8321 0.078
H -1.9011 -0.7459 1.4865 0.121
H -3.1886 -0.3342 -0.5010 0.081
```

6.
Molecular formula: C4H4N2
Method: DFT, ωB97M-V with the def2-TZVPD basis set

E_tot = -7191.6392 eV
HOMO level = -9.34 eV
Energy relative to the best compared isomer or geometry (same formula, charge and spin) = 24.2 kcal/mol
Lowest unoccupied orbital energy = 0.53 eV
Multiplicity = 1
Max |F| = 4.85 eV/Å

Geometry as XYZ:
```
10
Properties=species:S:1:pos:R:3:lowdin_charge:R:1
N 0.3795 -1.3196 0.2824 0.037
N -0.1445 1.3608 -0.2674 0.046
C -0.0201 0.5025 -1.2219 -0.153
C 0.2539 -0.9117 -1.0236 -0.066
C -0.0027 -0.4870 1.2179 -0.155
C -0.0683 0.9100 0.9315 -0.164
H -0.3724 1.5700 1.7654 0.108
H 0.4757 -1.7091 -1.7371 0.099
H -0.3285 -0.7968 2.3126 0.139
H -0.1725 0.8809 -2.2597 0.109
```